1.
Formula: C3H13N2O
Source: the Open Molecules 2025 dataset
Level of theory: ωB97M-V with the def2-TZVPD basis set

Computed properties:
* energy above the lowest of the compared OMol25 structures with the same formula, charge and spin: 183.8 kJ/mol
* highest occupied orbital energy (spin up / spin down): -3.31 / -9.84 eV
* multiplicity: 2
* gap between HOMO and LUMO (spin up / spin down): 4.1 / 10.3 eV
* ⟨S²⟩: 0.75

Cartesian coordinates (Å):
H: -0.58 1.61 -1.79
N: -1.20 0.26 -0.38
O: -0.52 -1.32 2.57
H: -0.05 -1.77 -0.56
H: 1.76 1.87 -1.21
H: -0.60 -0.87 -2.15
C: -0.24 1.33 -0.70
C: 1.23 0.93 -0.97
H: -1.31 0.25 0.70
H: -0.83 -0.99 3.47
N: 1.83 0.16 0.02
H: 1.20 0.39 -1.93
H: -2.13 0.64 -0.78
H: -0.31 2.26 -0.01
C: -0.82 -1.06 -1.07
H: 1.22 0.31 0.89
H: 2.71 0.75 0.39
H: -1.63 -1.79 -0.98
H: -0.76 -2.24 2.38



2.
Formula: C7H14CoO4
Source: the Open Molecules 2025 dataset
Level of theory: ωB97M-V with the def2-TZVPD basis set

Computed properties:
* energy above the lowest of the compared OMol25 structures with the same formula, charge and spin: 0.0 kJ/mol
* highest occupied orbital energy (spin up / spin down): -13.26 / -13.12 eV
* multiplicity: 5
* gap between HOMO and LUMO (spin up / spin down): 9.6 / 8.3 eV
* ⟨S²⟩: 6.01
* charge: +1

Cartesian coordinates (Å):
H: -0.77 2.18 -0.82
H: 0.41 -2.59 0.30
H: 1.07 3.83 -0.18
C: -2.73 -1.54 1.36
H: -0.21 -0.36 1.03
C: 0.16 1.90 -0.29
O: -2.59 -0.50 0.42
C: 1.32 2.85 -0.62
H: 3.95 -2.34 0.12
C: 2.93 -2.65 -0.10
H: 1.34 2.99 -1.72
C: -0.16 -0.56 -0.06
C: -1.60 -0.73 -0.59
C: 0.71 -1.76 -0.35
O: 2.54 2.36 -0.15
O: 0.56 0.59 -0.68
H: -3.81 -1.72 1.51
H: 0.62 -2.07 -1.41
H: -2.26 -2.47 1.00
H: -2.28 -1.27 2.33
H: 2.88 -3.13 -1.08
Co: 2.44 0.43 -0.20
H: -1.74 -1.75 -0.99
O: 2.11 -1.49 -0.09
H: 2.58 -3.35 0.68
H: -0.04 1.91 0.80



3.
Formula: C2H9N4O
Source: the Open Molecules 2025 dataset
Level of theory: ωB97M-V with the def2-TZVPD basis set

Computed properties:
* energy above the lowest of the compared OMol25 structures with the same formula, charge and spin: 351.5 kJ/mol
* highest occupied orbital energy: -14.14 eV
* gap between HOMO and LUMO: 10.7 eV
* SMILES string: NC/[N+](N)=C(\N)O
* charge: +1

Cartesian coordinates (Å):
N: 0.65 -1.89 0.21
C: 1.23 0.58 -0.08
H: -1.23 -0.18 -1.31
H: -1.76 -1.17 0.16
H: 0.83 -2.45 -0.61
H: 0.33 -2.49 0.93
O: 2.41 0.14 -0.19
N: -1.75 0.88 0.36
H: -2.27 0.63 1.22
H: -2.29 1.36 -0.30
C: -1.17 -0.30 -0.19
H: -0.06 2.06 -0.15
H: 2.38 -0.88 -0.27
N: 0.92 1.83 -0.03
H: 1.66 2.52 -0.03
N: 0.12 -0.62 0.28



4.
Formula: C4H15N2O
Source: the Open Molecules 2025 dataset
Level of theory: ωB97M-V with the def2-TZVPD basis set

Computed properties:
* energy above the lowest of the compared OMol25 structures with the same formula, charge and spin: 30.6 kJ/mol
* highest occupied orbital energy: -13.84 eV
* gap between HOMO and LUMO: 11.2 eV
* charge: +1

Cartesian coordinates (Å):
H: -0.12 -2.12 -2.40
N: -0.14 0.73 0.45
C: 0.60 -1.48 -0.51
H: 1.51 -2.07 -0.57
H: 0.96 -0.71 -2.45
N: -1.05 -0.28 -1.91
H: -0.09 0.06 3.83
H: 0.91 2.45 1.00
H: -1.90 -0.81 -1.91
H: -0.80 2.68 0.46
H: -1.16 0.36 -2.70
H: -0.79 0.46 -0.33
O: -0.69 -0.22 3.11
C: 0.11 -1.16 -1.94
H: 0.49 2.32 -0.70
H: -0.56 0.58 1.37
H: -1.38 -0.65 3.64
C: 0.13 2.17 0.31
C: 1.01 -0.23 0.27
H: -0.23 -1.94 0.03
H: 1.42 -0.46 1.25
H: 1.78 0.30 -0.30



Q: energy above the lowest of the compared OMol25 structures with the same formula, charge and spin of number 1 (C3H13N2O)?
A: 183.8 kJ/mol



Q: Among the records above, which one has the highest energy above the lowest of the compared OMol25 structures with the same formula, charge and spin?
A: C2H9N4O



Q: What is the formula in the fourth record?
A: C4H15N2O



Please write out number 1 again, unchanged.
Formula: C3H13N2O
Source: the Open Molecules 2025 dataset
Level of theory: ωB97M-V with the def2-TZVPD basis set

Computed properties:
* energy above the lowest of the compared OMol25 structures with the same formula, charge and spin: 183.8 kJ/mol
* highest occupied orbital energy (spin up / spin down): -3.31 / -9.84 eV
* multiplicity: 2
* gap between HOMO and LUMO (spin up / spin down): 4.1 / 10.3 eV
* ⟨S²⟩: 0.75

Cartesian coordinates (Å):
H: -0.58 1.61 -1.79
N: -1.20 0.26 -0.38
O: -0.52 -1.32 2.57
H: -0.05 -1.77 -0.56
H: 1.76 1.87 -1.21
H: -0.60 -0.87 -2.15
C: -0.24 1.33 -0.70
C: 1.23 0.93 -0.97
H: -1.31 0.25 0.70
H: -0.83 -0.99 3.47
N: 1.83 0.16 0.02
H: 1.20 0.39 -1.93
H: -2.13 0.64 -0.78
H: -0.31 2.26 -0.01
C: -0.82 -1.06 -1.07
H: 1.22 0.31 0.89
H: 2.71 0.75 0.39
H: -1.63 -1.79 -0.98
H: -0.76 -2.24 2.38